# 1
{
  "formula": "C65H62ClNO28P",
  "method": "ωB97M-V/def2-TZVPD",
  "species": ["H", "C", "C", "O", "H", "C", "H", "H", "C", "C", "H", "O", "C", "O", "H", "H", "O", "C", "O", "O", "H", "C", "C", "O", "O", "H", "H", "H", "C", "O", "H", "C", "O", "C", "O", "H", "O", "C", "H", "H", "C", "H", "H", "C", "P", "C", "C", "C", "H", "H", "C", "H", "C", "C", "C", "O", "C", "C", "O", "O", "C", "H", "H", "C", "H", "C", "C", "H", "C", "O", "C", "H", "H", "O", "H", "H", "H", "C", "C", "H", "H", "H", "C", "C", "C", "C", "H", "O", "C", "O", "C", "H", "N", "H", "C", "H", "H", "O", "O", "H", "H", "H", "H", "C", "H", "Cl", "C", "C", "H", "H", "C", "C", "C", "O", "H", "C", "H", "H", "H", "C", "C", "C", "H", "H", "C", "H", "H", "O", "C", "C", "C", "H", "C", "O", "C", "H", "C", "H", "H", "O", "H", "C", "C", "C", "C", "C", "H", "C", "H", "H", "C", "H", "O", "H", "C", "O", "O", "C"],
  "positions_angstrom": [[0.99965, -1.08215, 4.24674], [-6.65454, -0.09190, 3.29502], [-9.04466, 0.78201, 2.22758], [4.07779, 6.66779, -0.02219], [-2.50266, -0.22902, -0.92402], [2.75403, -2.35743, 3.24473], [-0.94689, -2.91821, 1.55612], [-3.37623, -2.77310, 8.32558], [-1.16922, -3.28236, 4.37391], [-3.70538, -0.49400, 1.70811], [-1.39028, -0.29247, -3.31960], [2.24786, 7.20199, 1.92289], [-1.78721, -2.27610, 2.01240], [-4.12744, 0.63633, -14.79844], [-4.98108, 1.34628, 3.20598], [-1.89528, 3.96225, -0.04682], [-4.83250, -0.25370, -7.52685], [-2.54787, -0.43607, -4.81951], [6.66128, -0.75952, -2.80234], [6.96473, -3.08696, -1.41557], [4.22266, -0.42796, -3.71737], [7.60765, -0.24890, 0.85657], [-4.00625, -0.62917, 3.24838], [-1.14565, -2.25261, -4.28966], [7.07513, -1.92585, 4.10826], [4.33868, 4.22259, -0.91696], [7.41360, -1.18150, -2.33883], [-4.63455, -2.20643, -8.42727], [3.40744, 5.72739, 0.36582], [11.47797, 6.34381, 2.84107], [-5.41644, -2.87105, 3.54646], [-2.00632, -1.81328, -5.03633], [2.95630, 2.10085, -0.20663], [1.32507, -2.10997, 3.83647], [7.95463, -0.49546, -0.28686], [-4.99788, -3.25310, 6.34407], [10.83184, 7.47267, 5.23275], [2.80951, 3.36790, 0.27496], [-1.14024, -3.09761, 5.49750], [-1.98537, -3.58966, 7.36427], [7.14009, -0.97738, 3.13167], [-0.73401, -3.30033, -2.18176], [2.91055, 7.74043, 1.44642], [-4.02684, 0.27643, -12.47824], [-0.41275, -1.55111, -0.93042], [3.52003, -3.48239, -2.15326], [5.61195, -1.60626, -2.63446], [4.72084, -3.76250, -1.64308], [-2.39796, 4.12652, 1.75615], [-10.73169, -0.84803, 1.85307], [-2.54534, -2.59560, -6.15257], [2.29128, -7.22486, 2.71526], [8.37697, 4.56566, 3.77216], [-3.99668, -0.69801, -6.76044], [9.57164, 4.98471, 3.03455], [-2.06171, 0.28283, -3.76272], [-3.57997, 1.86531, 0.66413], [10.07431, 6.61522, 4.81444], [2.46069, -4.31574, -1.96042], [6.94128, 4.87340, 5.71957], [3.57538, 4.36936, -0.16452], [4.30103, -3.88263, 2.23491], [6.75759, -1.45694, 4.90510], [-3.47661, 0.07793, -5.63034], [-2.21679, 5.61233, 0.69031], [-2.13556, -2.31325, 3.54707], [2.68549, -6.35602, 2.08855], [-3.94724, 3.03335, -1.20187], [0.34253, -3.30841, 3.85665], [-6.78485, 0.15733, -9.92436], [3.26111, -3.70724, 2.68138], [6.54233, 4.17073, 5.16991], [3.82653, -6.39952, 1.92048], [0.55641, -1.12942, 0.17595], [-3.87692, 1.07292, -5.48775], [-5.51210, 0.82221, 1.07389], [-9.72022, 1.60606, 1.79728], [4.41057, -1.32877, -3.14850], [-6.88290, 0.54754, -12.24150], [0.85594, 5.08445, 2.62126], [-4.45561, -1.02203, 5.90467], [-2.90083, -2.01400, -1.11624], [1.60893, 4.94158, 1.85748], [10.36703, 5.94288, 3.51645], [8.86541, 6.21210, 5.54068], [6.83435, 1.44941, 2.46612], [3.46721, -1.45516, 3.24222], [6.36458, 0.65172, 4.63419], [-4.31656, 3.07161, -0.10470], [1.06475, 2.65557, 1.67753], [-4.47727, 0.49904, 0.72563], [-6.57097, -2.69763, 5.07837], [-3.23229, -1.52811, 4.12267], [11.88073, 7.04220, 3.39443], [1.76049, 3.58948, 1.31030], [6.56135, 2.45558, 2.75023], [2.22033, -6.46398, 1.03889], [-4.08233, -0.05564, -10.14501], [7.32893, 2.09978, 0.26088], [-7.23487, 2.14563, 2.65793], [-9.13033, -2.85437, 2.91150], [0.13415, -5.58058, 3.29773], [-2.15798, -3.59658, -6.28773], [-8.75029, -1.78149, 2.83417], [-7.05412, -3.69098, 3.61584], [-2.16454, -0.84746, 6.61421], [-3.11496, -3.49479, 7.48245], [-3.53009, -1.60939, 5.59775], [-4.52803, 0.11150, -0.36180], [7.82855, -2.28681, 1.61466], [-6.21378, 0.69168, -13.53901], [8.06901, 5.25677, 5.05689], [0.86125, -4.68259, 3.28158], [-3.99391, 4.38624, 0.40213], [2.28912, 1.56326, 0.26565], [3.28603, -2.24659, -2.95652], [-2.95190, 0.15518, -12.49653], [-5.18455, 0.58780, 4.84871], [-3.32009, 2.10460, 1.75898], [-2.23985, -1.28226, -0.52591], [-5.18120, 0.33412, 3.73762], [-7.58514, 1.05735, 2.73646], [-4.84911, 0.81717, -15.43271], [-1.60541, -4.34942, 4.24261], [-3.87751, -3.13738, 6.08431], [-3.48598, -4.53646, 7.83030], [-3.64714, -3.88980, 5.25837], [2.17604, -2.02750, -3.42625], [-6.47636, -2.73983, 3.94193], [2.27669, -4.90965, 2.69706], [2.37637, 5.94298, 1.42163], [-7.95932, 0.65350, -12.22499], [-7.28544, -1.50124, 3.34972], [-0.11380, -0.61912, -2.35595], [-2.56555, -1.36183, 1.03314], [1.71069, -3.89616, -2.42485], [5.85307, -2.85512, -1.85464], [7.64047, 1.63012, -0.53762], [9.77358, 4.48733, 2.09525], [-3.98473, -2.79679, -7.99704], [-5.44998, 2.86243, -0.10248], [-4.73259, 0.52464, -13.58398], [7.54089, -1.28207, 1.89566], [-6.17701, 0.29605, -11.13685], [-2.58175, 4.51476, 0.68549], [-3.47560, -2.07986, -6.95962], [-2.57818, 1.67091, 0.12516], [-4.69422, 0.15629, -11.17835], [4.90429, -4.65583, -1.06096], [8.65475, 6.71989, 6.47250], [7.23841, 1.14511, 1.23107], [0.82511, -0.76450, -2.65925], [7.63498, 3.68194, 3.36831], [-6.06155, -0.01678, -9.28714], [6.74437, 0.41290, 3.49913], [-0.20293, -3.21513, -1.33969], [-6.82387, 0.93614, -14.56513], [-9.66860, -0.66885, 2.24003]],
  "forces_ev_per_angstrom": [[0.8, -1.9, -0.8], [-4.1, -0.2, -1.5], [1.6, -3.0, 1.0], [-0.4, 0.0, 0.3], [0.5, -1.7, 0.7], [-1.5, -1.7, 0.1], [-1.3, 1.1, 1.4], [0.4, -0.8, -1.4], [0.2, -0.4, 0.1], [1.5, -2.4, 0.9], [0.1, 0.5, -0.2], [0.6, -1.0, -0.9], [-2.9, 2.3, 0.6], [-1.1, 0.0, 0.9], [-0.2, -1.7, 0.9], [-1.1, 0.6, 0.9], [0.0, -0.4, 0.3], [0.1, 1.3, 1.0], [-0.9, -1.4, 0.4], [-0.3, 0.3, -0.3], [0.0, 0.0, 0.0], [0.2, -0.6, 0.0], [1.1, -0.1, -2.9], [-0.3, 0.0, 0.2], [-0.2, 1.2, -0.5], [0.0, 0.0, 0.0], [0.0, 0.2, 0.1], [0.2, -0.1, -0.1], [0.6, -0.2, -0.6], [-1.0, 0.0, 1.1], [-1.4, 0.5, 0.7], [0.0, -0.6, -0.5], [-0.6, 0.9, 0.8], [0.7, -3.6, -1.3], [0.0, 0.4, 0.2], [1.8, 0.6, -0.7], [0.0, -0.3, -0.4], [0.6, -1.0, -0.8], [-0.3, 0.1, -1.6], [-1.6, 0.3, 0.2], [0.1, -1.3, 0.6], [0.7, -0.2, 0.7], [-0.1, 0.0, 0.1], [0.0, -0.1, 0.4], [3.4, 0.4, 0.6], [-0.7, -1.2, 0.4], [1.0, 1.4, -0.5], [0.3, 0.2, 0.1], [0.0, 0.5, -1.7], [1.9, 0.2, 0.7], [0.4, 0.1, 0.5], [0.8, 1.3, -0.7], [0.5, 0.0, -0.6], [-0.2, 0.8, 0.1], [-0.5, -0.4, 0.0], [-0.6, -1.4, -1.1], [0.2, -0.4, 0.3], [-0.2, 0.4, 0.8], [0.7, 1.1, -0.6], [0.9, -0.1, -1.1], [0.1, 0.3, 0.0], [-1.7, 0.6, 0.9], [0.1, -0.1, -0.1], [-0.2, -0.1, -0.3], [-1.2, -1.7, -0.2], [0.3, 0.7, -2.9], [-0.2, 1.2, -0.5], [-0.7, -0.1, 1.5], [3.4, -0.8, -1.9], [1.2, 0.0, -0.9], [-4.1, 0.1, 1.4], [0.0, 0.1, 0.2], [-1.8, 0.0, 0.6], [-2.6, -1.3, -2.5], [0.0, 0.0, 0.0], [1.3, -0.9, -0.4], [1.5, -1.2, 0.9], [-0.8, -0.2, -0.1], [0.0, 0.1, -0.4], [0.0, 0.0, 0.0], [1.5, -0.5, -1.1], [1.0, 0.9, 0.9], [-0.1, -0.4, 0.0], [1.0, 0.0, -1.1], [0.3, 0.2, 0.0], [-0.7, -0.5, 0.1], [-1.2, -1.6, 0.0], [0.1, -0.4, -0.1], [0.5, -0.9, -0.7], [0.3, 0.0, -0.3], [1.0, 1.1, 0.1], [0.5, -0.1, -1.5], [1.0, 0.5, -3.2], [0.0, -0.1, -0.1], [-0.5, 0.2, 0.6], [-0.2, -0.8, -0.3], [0.6, 0.3, 1.6], [-0.3, -0.1, -0.2], [0.1, -1.2, 0.4], [-0.4, -1.8, 0.2], [0.6, 1.7, -0.1], [1.3, 1.6, 0.0], [0.0, 0.0, 0.0], [0.9, 3.3, -0.4], [1.0, 1.5, 0.6], [-1.1, -0.4, -1.3], [-0.5, -1.2, -0.3], [-1.0, -1.0, 1.2], [-0.2, 0.2, 2.0], [0.0, 0.0, 0.0], [-0.8, 0.1, 0.1], [-0.9, 0.0, 1.0], [1.5, 2.2, 0.0], [0.5, -1.0, -0.2], [0.1, -0.1, -0.1], [0.5, 0.8, -0.3], [0.0, 0.0, 0.0], [0.3, -0.6, -1.4], [-0.4, 0.0, -1.7], [-0.7, 0.6, 0.1], [-0.3, 0.2, -0.3], [-1.9, -3.0, -0.3], [0.1, 0.0, 0.0], [0.8, 1.7, 0.1], [0.5, -0.1, 1.3], [0.5, 1.7, -0.7], [-0.2, 1.1, 1.2], [-0.2, -0.2, 0.4], [-1.7, -0.3, -0.6], [-1.0, 2.5, 1.1], [-0.5, 1.1, 0.8], [0.0, 0.0, 0.0], [-1.1, 2.0, -1.2], [0.0, -2.0, 2.9], [-0.6, -0.4, 4.4], [0.0, -0.1, 0.2], [0.2, -0.8, 0.5], [-0.1, 0.1, 0.1], [0.0, 0.0, 0.0], [0.1, 1.2, 1.0], [1.7, 0.9, 0.2], [1.1, 0.0, -0.9], [0.0, 0.0, -0.4], [-1.2, 0.0, 0.9], [1.1, 0.4, 1.0], [-0.2, -1.2, -1.0], [-1.5, 0.1, 1.0], [0.8, 0.0, -0.3], [0.0, 0.0, 0.0], [0.0, 0.0, 0.0], [-0.1, 1.1, -0.4], [-0.8, -0.2, 0.1], [0.6, 1.4, 0.8], [-0.1, 0.1, 0.1], [-0.1, 0.8, -0.1], [-1.6, 3.4, -0.6], [0.5, -0.1, 0.1], [4.6, 1.0, 1.9]],
  "e_lumo_ha": -0.14925,
  "e_above_lowest_kcal_mol": 257.19,
  "total_energy_ha": -5476.4195,
  "homo_ev": -10.7,
  "charge": 1,
  "mol_weight_g_mol": 1371.62,
  "multiplicity": 1
}

# 2
{
  "formula": "CF3NO2",
  "method": "ωB97M-V/def2-TZVPD",
  "species": ["F", "C", "O", "F", "O", "N", "F"],
  "positions_angstrom": [[1.21291, 1.77547, 0.76612], [1.02048, 0.55902, 0.14970], [-1.33926, -1.83256, -0.28270], [1.58790, 0.40846, -0.98536], [-2.36969, 0.14047, -0.35441], [-1.50545, -0.66133, -0.29256], [1.39310, -0.38953, 0.99920]],
  "forces_ev_per_angstrom": [[0.0, -1.4, -1.3], [-0.3, 1.2, 2.8], [-0.9, -0.2, -0.1], [0.8, 0.4, -1.1], [-0.7, -0.5, 0.0], [1.3, 0.5, 0.0], [-0.1, 0.1, -0.2]],
  "e_lumo_ha": [0.00439, -0.06781],
  "e_above_lowest_kcal_mol": 0.00,
  "total_energy_ha": -542.7418,
  "homo_ev": [-9.6, -12.6],
  "s2": 2.01,
  "mol_weight_g_mol": 115.01,
  "multiplicity": 3
}

# 3
{
  "formula": "C2HFINO2",
  "method": "ωB97M-V/def2-TZVPD",
  "species": ["F", "I", "H", "O", "C", "C", "N", "O"],
  "positions_angstrom": [[0.36590, -2.34019, 0.11257], [2.57523, -0.52691, -0.07739], [-1.68762, -0.63429, -0.12229], [0.62117, 1.75127, -0.18429], [0.55882, -1.03408, 0.05746], [-0.48079, -0.20576, 0.08281], [-0.44607, 1.21020, 0.00506], [-1.50664, 1.77976, 0.12608]],
  "forces_ev_per_angstrom": [[-0.2, -0.6, -0.1], [-0.4, 0.0, 0.2], [4.0, 1.3, 1.1], [4.9, 4.4, -1.1], [0.7, 0.4, 0.1], [-4.1, -0.2, -1.5], [-1.3, -9.5, 1.2], [-3.7, 4.2, 0.2]],
  "e_lumo_ha": [0.00040, -0.14711],
  "e_above_lowest_kcal_mol": 11.50,
  "total_energy_ha": -679.3172,
  "homo_ev": [-7.6, -10.0],
  "s2": 2.03,
  "mol_weight_g_mol": 216.94,
  "multiplicity": 3
}

What is the formula in the first record? C65H62ClNO28P